1.
66
Properties=species:S:1:pos:R:3:forces:R:3 method="wB97M-V/def2-TZVPD" gap_ev="7.0 / 7.5" multiplicity=2 e_lumo_ev="-1.62 / -1.63"
Ti 1.6971 0.6798 0.5896 0.11 -0.72 0.62
C 0.7113 2.9868 5.1005 0.00 -0.02 -0.01
C -0.0952 2.8145 3.8402 0.00 0.02 -0.01
C -0.9242 1.7063 3.6762 -0.01 -0.01 -0.01
C -1.6538 1.5267 2.5119 0.03 0.02 0.04
C -1.5727 2.4642 1.4874 -0.01 0.01 -0.01
C -0.7674 3.5824 1.6500 0.00 0.00 -0.03
C -0.0312 3.7517 2.8151 0.00 0.00 0.02
H 1.2325 2.0632 5.3624 0.00 0.00 0.01
H 0.0712 3.2404 5.9477 0.00 0.01 0.00
H 1.4480 3.7840 4.9942 0.00 0.00 0.00
H -0.9804 0.9633 4.4638 0.00 0.00 0.00
H -2.2793 0.6511 2.3961 -0.01 0.00 -0.01
H -2.1422 2.3275 0.5763 -0.01 -0.02 -0.01
H -0.7009 4.3214 0.8607 0.00 0.00 0.00
H 0.6149 4.6155 2.9213 0.00 0.00 0.00
I 1.1191 3.8885 -1.9790 0.08 -0.04 -0.04
I -1.3120 4.8225 -2.5117 -0.09 -0.05 0.02
I 4.4476 2.5619 -1.6000 -0.01 -0.01 -0.01
C 3.8048 0.9067 -2.5904 -0.02 0.00 0.03
H 4.0976 -0.0554 -2.2047 0.02 0.01 0.01
H 3.2919 1.0333 -3.5293 0.00 0.01 0.01
C 1.4329 -2.1068 -3.1326 0.00 -0.02 0.00
C 0.0413 -1.4598 -3.0789 0.04 0.08 0.06
C 0.0913 -0.1339 -3.8488 -0.01 -0.01 -0.02
C -0.9816 -2.3934 -3.7324 -0.01 -0.02 -0.01
Si -0.3857 -1.2050 -1.2548 -0.04 -0.02 -0.14
O 0.7319 -0.1012 -0.6639 -0.02 0.45 -0.11
C -2.0941 -0.5175 -0.9334 -0.01 -0.04 0.00
C -2.9101 -1.0539 0.0670 0.01 0.01 0.02
C -4.1723 -0.5350 0.3225 0.00 -0.01 0.00
C -4.6478 0.5336 -0.4224 0.01 0.01 0.00
C -3.8519 1.0865 -1.4161 0.00 0.03 0.02
C -2.5896 0.5685 -1.6619 -0.01 0.03 -0.03
C -0.1410 -2.8082 -0.3271 0.01 -0.01 0.04
C -1.0827 -3.8392 -0.4182 0.00 0.04 -0.01
C -0.8794 -5.0568 0.2131 0.01 -0.01 0.01
C 0.2760 -5.2696 0.9526 -0.01 0.00 0.00
C 1.2242 -4.2632 1.0538 0.00 0.00 0.00
C 1.0156 -3.0477 0.4173 -0.01 0.01 -0.02
H 1.7317 -2.2592 -4.1748 -0.01 0.00 0.00
H 1.4496 -3.0779 -2.6339 0.01 0.01 0.00
H 2.1866 -1.4703 -2.6620 0.00 -0.01 0.01
H 0.5185 -0.3028 -4.8433 0.00 -0.01 0.00
H 0.7113 0.6110 -3.3448 0.00 0.03 0.02
H -0.9028 0.2892 -3.9986 0.02 0.00 0.00
H -0.7313 -2.5381 -4.7884 0.01 0.00 0.00
H -1.9934 -1.9829 -3.6849 0.00 -0.01 0.00
H -0.9878 -3.3790 -3.2618 -0.01 0.00 0.01
H -2.5544 -1.8846 0.6650 0.00 0.01 0.00
H -4.7839 -0.9661 1.1051 0.00 0.00 0.00
H -5.6324 0.9383 -0.2255 0.00 0.00 0.00
H -4.2084 1.9293 -1.9945 -0.01 0.00 0.00
H -1.9825 1.0346 -2.4271 0.02 0.02 0.00
H -1.9951 -3.6893 -0.9860 0.00 -0.01 0.00
H -1.6228 -5.8394 0.1305 0.00 0.00 0.00
H 0.4354 -6.2184 1.4485 0.00 0.00 0.00
H 2.1282 -4.4239 1.6271 0.00 0.00 0.00
H 1.7785 -2.2823 0.4997 0.01 0.00 0.01
F 2.0389 2.3851 0.9866 -0.08 0.10 -0.38
Sb 4.0917 2.0841 3.1976 0.12 0.13 0.02
F 3.2946 -0.0734 0.5374 -0.01 0.07 -0.09
F 4.0954 3.9249 2.7532 -0.05 -0.04 0.04
F 5.6815 1.7526 2.2213 -0.05 -0.01 0.01
F 5.0070 2.3651 4.8386 -0.05 -0.02 -0.05
F 1.0920 0.0394 2.1006 0.02 -0.03 -0.01

***

2.
18
Properties=species:S:1:pos:R:3:forces:R:3 method="wB97M-V/def2-TZVPD" gap_ev=8.4 e_lumo_ev=-0.51
O -11.7712 2.5955 11.8515 0.93 0.05 1.17
H -11.2459 1.9864 12.3704 0.18 -0.21 0.31
H -12.6448 2.5506 12.2404 -0.20 0.04 0.07
O -10.8954 3.0644 7.7313 -4.03 -0.51 -7.59
H -10.0509 3.0367 8.1812 -1.26 -0.38 -4.05
H -10.9952 3.9782 7.4644 0.16 0.16 -0.63
O -9.5058 3.5120 9.0044 7.56 2.64 8.08
H -9.5244 2.6403 9.3994 0.63 -0.55 1.04
H -9.4130 4.1097 9.7463 0.28 0.56 0.32
O -12.2538 0.9955 8.0802 -0.23 -4.51 -2.78
H -12.2562 1.7955 8.6059 -0.35 -1.23 -0.96
H -11.3869 0.9773 7.6748 -0.22 -0.16 -0.39
O -12.1376 2.6322 9.4517 6.92 4.76 2.76
H -11.5069 3.1093 8.9126 0.16 0.93 -1.73
H -11.6682 2.4501 10.2658 0.06 -0.19 0.84
O -13.9892 2.3719 10.1776 -6.80 -0.88 3.07
H -13.0771 2.3261 9.8910 -2.94 -0.52 0.53
H -13.9370 2.5063 11.1239 -0.87 0.00 -0.07

***

3.
29
Properties=species:S:1:pos:R:3:forces:R:3 method="wB97M-V/def2-TZVPD" gap_ev=7.5 charge=+2 e_lumo_ev=-8.78
C 1.1466 -0.2151 0.4151 -1.19 -0.42 1.83
C 0.9750 0.0590 1.7335 -0.08 -0.39 -3.30
C -1.2701 -0.6021 1.8952 2.96 1.68 -1.59
C -0.4619 1.3308 -0.9156 -0.68 2.85 2.05
C 0.1955 -0.8317 -0.5595 0.50 0.11 -0.10
C 0.0895 -2.3124 -0.6621 -1.85 -0.17 -1.47
C -1.3988 -0.4020 -2.2599 -0.13 -0.55 -1.90
C -0.0706 0.2323 3.9183 -2.22 -2.26 -1.20
C 1.3283 1.8844 -2.4939 -0.09 1.41 0.12
N -0.4229 0.0321 -1.3142 0.73 -2.39 -0.50
N -0.1925 -0.1654 2.4290 -1.54 -0.33 2.27
N 0.4100 2.1524 -1.3471 0.07 1.42 -0.35
H 2.0582 -0.0666 -0.0732 1.69 0.64 -0.17
H 1.5911 0.5796 2.3847 2.09 0.66 0.32
H -2.1127 -0.7752 2.4147 -2.76 -0.69 1.95
H -1.2371 -0.5919 0.8226 -0.59 -0.47 -0.07
H 0.8667 -2.7518 -0.0538 -0.14 -0.52 -0.05
H 0.0416 -2.6788 -1.7231 0.97 0.41 0.72
H -0.9663 -2.6569 -0.4371 1.06 0.32 0.66
H -2.0358 -1.0725 -1.8270 -1.90 -1.62 1.64
H -2.0106 0.2979 -2.7444 -0.55 1.99 0.17
H -1.1148 -0.9618 -3.1305 1.65 -0.35 -0.28
H -0.1857 1.2709 3.9641 0.47 1.60 0.08
H 0.7675 -0.2422 4.3525 1.26 0.02 0.17
H -0.9283 -0.1992 4.4277 -0.20 -0.02 -0.06
H 0.9293 1.0840 -3.1050 0.15 -0.38 0.23
H 2.3133 1.6860 -2.0497 -0.11 0.13 -0.74
H 1.2787 2.7801 -3.1623 0.56 -0.62 0.75
H 0.4167 3.1360 -0.8989 -0.12 -2.06 -1.18

***

4.
93
Properties=species:S:1:pos:R:3:forces:R:3 method="wB97M-V/def2-TZVPD" gap_ev="7.8 / 4.0" charge=+4 multiplicity=5 e_lumo_ev="-10.15 / -13.89"
Pd 0.5715 0.6001 -1.4116 -0.24 0.67 1.38
P 2.2106 1.6355 0.1034 1.20 1.17 0.59
P -1.0764 2.1729 -0.6238 -1.60 1.24 0.00
P 1.1933 1.7640 -3.2685 0.13 1.86 -0.45
H -1.0292 -1.5182 0.0327 0.47 -0.22 -0.52
C -0.3279 -1.7189 -0.7960 1.67 0.07 0.47
C 1.0529 -1.5151 -0.7270 -1.39 -1.17 -0.07
H 1.6513 -1.2857 0.1706 -0.63 -0.07 -0.37
C 2.5836 1.0807 1.8186 -0.33 -0.54 0.02
C 2.1889 3.4428 0.4526 -0.32 0.12 -0.22
C 3.8657 1.5099 -0.6597 -0.04 -0.41 -0.16
C -2.7103 1.5269 -1.1223 0.12 -0.37 -0.16
C -1.4594 2.6275 1.1198 0.37 -0.36 0.31
C -1.1679 3.8723 -1.3347 0.34 -0.03 -0.11
C 2.5025 0.8348 -4.1187 0.27 -0.13 -0.24
C 1.8684 3.4701 -3.1335 0.20 -0.06 -0.05
C -0.1918 2.1792 -4.3906 -0.62 -0.09 -0.41
H -0.7156 -2.2880 -1.6598 0.06 0.67 0.57
H 1.6182 -1.9109 -1.5821 0.09 0.09 0.48
H 2.6974 -0.0120 1.8702 0.00 0.29 0.15
H 1.8009 1.4045 2.5270 0.30 -0.14 -0.33
H 3.5362 1.5519 2.1177 -0.38 -0.15 -0.18
H 1.3030 3.7560 1.0180 0.22 -0.07 -0.16
H 2.2627 4.0385 -0.4651 -0.07 -0.15 0.26
H 3.0754 3.6564 1.0726 -0.27 -0.12 -0.24
H 4.0384 0.4847 -1.0025 0.15 0.14 0.02
H 4.6012 1.7539 0.1176 -0.09 -0.03 -0.25
H 3.9911 2.2024 -1.5000 -0.07 -0.20 0.23
H -3.4936 2.2269 -0.7955 0.23 -0.16 -0.12
H -2.8811 0.5503 -0.6546 -0.05 0.14 -0.09
H -2.7550 1.4071 -2.2113 -0.08 0.04 0.20
H -2.2367 3.4123 1.0906 0.34 -0.37 -0.02
H -0.5798 3.0200 1.6471 -0.31 -0.09 -0.07
H -1.8506 1.7671 1.6855 0.11 0.36 -0.22
H -2.0408 4.3744 -0.8918 0.22 -0.23 -0.13
H -1.2989 3.8623 -2.4202 0.03 -0.06 0.20
H -0.2825 4.4685 -1.0889 -0.16 -0.12 0.02
H 2.4932 1.0062 -5.2026 -0.02 0.09 0.20
H 2.4460 -0.2444 -3.9467 0.04 0.20 -0.04
H 3.4655 1.1799 -3.7204 -0.19 -0.07 -0.12
H 2.0606 3.7985 -4.1665 -0.05 -0.03 0.23
H 2.8051 3.5701 -2.5786 -0.16 -0.19 -0.13
H 1.1276 4.1483 -2.6933 0.16 -0.27 -0.18
H 0.1634 2.0215 -5.4201 -0.21 0.07 0.19
H -0.4822 3.2447 -4.2933 0.42 -0.59 0.00
H -1.1073 1.5832 -4.2338 0.54 0.20 -0.10
C -0.3213 -2.1505 -5.3833 0.13 0.29 0.86
C -1.3322 -2.0106 -6.3648 -0.90 -0.30 -1.21
C -1.3363 -2.8028 -7.5152 -0.63 1.26 0.85
C -0.3520 -3.7742 -7.6923 0.06 -0.23 -0.48
C 0.6409 -3.9534 -6.7211 0.85 0.63 1.76
C 0.6723 -3.1434 -5.5793 0.76 -0.85 -0.46
S -0.5054 -1.0995 -3.9466 1.19 -1.08 -1.19
H 0.7688 -1.1022 -3.3205 -1.40 -0.61 -1.11
H -2.1149 -1.2724 -6.2084 0.07 -0.09 -0.16
H -2.0891 -2.6554 -8.2905 0.12 0.00 0.33
H -0.3352 -4.3842 -8.5959 -0.07 0.11 0.21
H 1.4045 -4.7184 -6.8606 -0.19 0.20 0.09
H 1.4566 -3.2782 -4.8253 -0.31 -0.04 -0.40
C -2.1483 2.0093 6.5770 0.02 -0.32 -0.33
C -1.0988 2.4965 5.7845 0.06 -0.25 -0.10
C -0.6415 1.7528 4.6907 -0.28 0.23 0.31
C -1.2476 0.5219 4.3944 0.52 0.52 -0.56
C -2.2895 0.0211 5.1794 -0.39 0.04 0.06
C -2.7398 0.7702 6.2778 0.39 0.16 -0.13
Sb -0.4978 -0.5782 2.6857 -0.93 -1.24 2.80
C 1.0481 -1.7242 3.6714 -0.30 0.06 -0.56
C 1.7025 -2.7300 2.9494 0.67 -0.11 0.02
C 2.8293 -3.3484 3.5074 -0.29 0.01 -0.04
C 3.2617 -2.9981 4.7945 -0.20 0.26 -0.09
C 2.5626 -2.0278 5.5301 -0.19 -0.18 -0.32
C 1.4534 -1.3821 4.9666 0.37 0.23 0.15
C -2.1768 -1.9015 2.4404 0.52 0.40 -0.24
C -2.0142 -3.2681 2.6750 -0.27 -0.43 -0.37
C -3.0959 -4.1249 2.4347 -0.16 0.13 0.08
C -4.3229 -3.6099 1.9827 0.29 0.05 0.02
C -4.4703 -2.2311 1.7698 0.06 -0.02 0.14
C -3.3963 -1.3683 1.9993 -0.21 -0.17 -0.30
H -2.5080 2.5952 7.4238 0.10 -0.18 -0.26
H -0.6328 3.4546 6.0149 -0.13 -0.26 0.00
H 0.1878 2.1446 4.0904 -0.32 -0.13 0.20
H -2.7596 -0.9388 4.9532 0.13 0.32 0.06
H -3.5545 0.3889 6.8976 0.31 0.09 -0.21
H 1.3530 -3.0459 1.9615 0.15 0.16 0.26
H 3.3706 -4.1006 2.9287 -0.22 0.16 0.28
H 4.1496 -3.4733 5.2193 -0.33 0.17 -0.14
H 2.8869 -1.7643 6.5370 -0.14 -0.10 -0.26
H 0.9235 -0.6197 5.5414 0.19 -0.20 -0.20
H -1.0729 -3.6786 3.0393 -0.19 0.11 -0.11
H -2.9837 -5.2010 2.5981 -0.06 0.43 0.03
H -5.1648 -4.2863 1.7940 0.39 0.31 0.08
H -5.4249 -1.8292 1.4247 0.27 -0.13 0.17
H -3.5323 -0.2929 1.8381 0.09 -0.35 0.08

***

5.
13
Properties=species:S:1:pos:R:3:forces:R:3 method="wB97M-V/def2-TZVPD" gap_ev=10.0 e_lumo_ev=-0.12
N -1.7690 0.4462 -0.1371 -0.02 -0.08 0.22
C -1.7279 -0.0250 1.0628 0.05 0.00 -0.05
O -0.7455 -0.7608 1.3600 -0.18 0.16 -0.09
C 0.0741 -0.5871 -0.4939 0.15 -0.06 -0.20
C 1.2481 0.1779 0.0712 -0.06 0.00 0.08
C 2.3121 0.2586 -0.9404 0.71 0.04 -0.70
N 3.1357 0.3025 -1.7514 -0.82 -0.05 0.80
H -2.5466 1.0381 -0.4190 0.10 -0.08 0.05
H -2.4845 0.1866 1.8266 0.06 -0.01 -0.10
H -0.1933 -0.2805 -1.4964 0.02 -0.01 0.16
H 0.1132 -1.6660 -0.3941 -0.04 0.15 0.03
H 0.9315 1.1943 0.3271 0.06 -0.13 -0.04
H 1.6299 -0.2930 0.9787 -0.04 0.06 -0.16

***

6.
27
Properties=species:S:1:pos:R:3:forces:R:3 method="wB97M-V/def2-TZVPD" gap_ev=7.5 charge=-1 e_lumo_ev=3.53
C -0.2244 -0.2177 -2.4828 -0.03 1.06 -0.06
O -1.5302 -0.5556 -2.3028 -0.14 -0.41 -0.16
C 0.7425 -0.8621 -1.4774 0.96 -1.50 0.69
C 1.6164 0.0057 -0.5233 -0.81 -1.14 -0.72
C 0.7039 0.6784 0.4504 0.82 0.02 -0.74
C 0.5188 0.1925 1.6658 -0.92 0.62 1.12
N -0.3797 0.7189 2.6442 0.85 -0.01 -0.49
C -0.5082 1.9680 2.7608 -0.60 -0.25 1.52
H -0.0983 0.9012 -2.4522 0.23 -0.16 0.33
H 0.1365 -0.4275 -3.5052 -0.03 -0.37 -0.10
H 1.4540 -1.5851 -1.9158 -0.07 0.41 -0.66
H 0.1771 -1.5646 -0.8529 -0.44 0.43 0.11
H 2.2686 -0.6784 0.0255 -0.13 0.44 0.18
H 2.2970 0.5519 -1.1766 -0.20 0.88 0.38
H 0.0822 1.4513 0.0172 -0.13 0.22 0.46
H 0.9550 -0.6836 2.1329 0.62 -0.13 -0.73
H -0.0952 2.8048 2.2059 0.44 -0.30 -0.40
H -1.1200 2.2187 3.6318 -0.23 0.55 -0.32
H -2.4742 1.3962 1.6482 -0.03 -0.27 -0.33
H -2.3460 1.3488 0.1391 -0.11 -0.67 0.23
O -2.3466 1.9683 0.8874 -0.29 1.42 0.08
H -3.3735 -0.4944 -0.4255 -0.19 -0.03 0.49
H -2.0037 -0.5367 -1.0405 0.58 0.17 0.12
O -2.4875 -0.4289 -0.0449 -0.36 -0.42 -0.98
H 2.8613 -1.9866 0.0389 0.64 -0.58 0.07
H 2.1368 -3.2378 -0.1208 0.13 -0.45 0.00
O 3.0376 -2.9457 0.0725 -0.58 0.47 -0.07